Entry A
Entry from the Open Molecules 2025 dataset: a cluster of 2 separate species, C22H21N2 in total (ωB97M-V/def2-TZVPD).

gap between HOMO and LUMO = 3.9 eV
HOMO = -10.004 eV
multiplicity = 1
charge = +1

Atoms and positions in Å:
1 C -3.01 -0.82 -0.96
2 N -2.21 -0.98 -2.17
3 C -1.55 0.20 -2.70
4 N -1.95 -2.20 -2.72
5 C -2.76 -3.16 -2.66
6 H -3.71 0.01 -1.09
7 H -3.58 -1.72 -0.74
8 H -2.37 -0.61 -0.11
9 H -2.23 1.05 -2.68
10 H -0.67 0.44 -2.10
11 H -1.24 0.01 -3.72
12 H -2.50 -4.10 -3.11
13 H -3.74 -3.05 -2.24
14 C 0.99 0.39 0.58
15 C 1.88 0.11 -0.53
16 C 2.01 -1.18 -1.06
17 C 2.90 -1.45 -2.07
18 C 3.69 -0.43 -2.58
19 C 3.58 0.85 -2.08
20 C 2.69 1.13 -1.07
21 C 0.30 1.63 0.86
22 C -0.37 1.51 2.10
23 C -1.08 2.57 2.63
24 C -1.13 3.76 1.92
25 C -0.51 3.88 0.68
26 C 0.20 2.83 0.14
27 C -0.11 0.18 2.62
28 C 0.72 -0.50 1.69
29 C 1.20 -1.77 2.02
30 C 0.83 -2.34 3.22
31 C 0.00 -1.67 4.11
32 C -0.48 -0.41 3.82
33 H 1.38 -1.97 -0.68
34 H 2.98 -2.45 -2.46
35 H 4.41 -0.65 -3.35
36 H 4.23 1.63 -2.45
37 H 2.63 2.12 -0.66
38 H -1.57 2.47 3.58
39 H -1.65 4.60 2.34
40 H -0.59 4.81 0.14
41 H 0.66 2.93 -0.83
42 H 1.87 -2.28 1.36
43 H 1.21 -3.32 3.47
44 H -0.25 -2.13 5.04
45 H -1.10 0.12 4.51

Entry B
Entry from the Open Molecules 2025 dataset: the ion C22H21N2 with charge +1 (ωB97M-V/def2-TZVPD).

SMILES = Cc1cc[n+]([C@H](c2ccccc2)c2cn(C)c3ccccc23)cc1
gap between HOMO and LUMO = 6.9 eV
HOMO = -10.720 eV
multiplicity = 1
charge = +1

Atoms and positions in Å:
1 C -3.57 0.99 -3.24
2 C -2.50 1.04 -2.20
3 C -1.72 -0.09 -1.97
4 C -0.71 -0.06 -1.04
5 N -0.59 1.00 -0.19
6 C 0.55 1.05 0.74
7 C 1.69 1.57 -0.13
8 C 2.33 0.76 -1.08
9 C 2.65 1.34 -2.33
10 C 2.47 2.71 -2.53
11 C 2.18 3.54 -1.44
12 C 1.84 2.96 -0.22
13 C 0.71 -0.24 1.44
14 C 1.89 -0.80 1.93
15 N 1.63 -2.07 2.42
16 C 2.54 -2.89 3.19
17 C 0.27 -2.36 2.22
18 C -0.38 -3.58 2.34
19 C -1.74 -3.63 1.98
20 C -2.41 -2.45 1.61
21 C -1.74 -1.21 1.55
22 C -0.36 -1.19 1.72
23 C -1.25 2.15 -0.47
24 C -2.22 2.19 -1.45
25 H -4.11 1.94 -3.32
26 H -3.15 0.75 -4.22
27 H -4.30 0.20 -3.01
28 H -1.86 -1.02 -2.52
29 H -0.03 -0.90 -0.92
30 H 0.34 1.82 1.49
31 H 2.54 -0.29 -0.87
32 H 3.00 0.71 -3.16
33 H 2.61 3.16 -3.52
34 H 2.20 4.63 -1.53
35 H 1.59 3.57 0.66
36 H 2.88 -0.35 1.92
37 H 2.14 -3.90 3.27
38 H 3.52 -2.90 2.69
39 H 2.68 -2.48 4.21
40 H 0.17 -4.45 2.68
41 H -2.28 -4.58 2.01
42 H -3.48 -2.49 1.37
43 H -2.30 -0.28 1.40
44 H -0.96 3.01 0.14
45 H -2.75 3.14 -1.59

Top of the stability list: entry B, leading by 224.4 kJ/mol.

Entry A
Entry from the Open Molecules 2025 dataset: the ion C8H16N3 with charge +1 (ωB97M-V/def2-TZVPD).

gap between HOMO and LUMO = 9.0 eV
HOMO = -11.402 eV
multiplicity = 1
charge = +1

Atoms and positions in Å:
1 C -1.69 0.38 -0.12
2 C -4.10 -0.35 -0.55
3 C -0.17 -1.68 0.04
4 C 2.14 0.09 0.34
5 C -3.02 -0.18 0.38
6 C 0.83 -0.59 0.05
7 C 4.51 0.73 0.07
8 C 3.53 -0.42 0.16
9 N -0.61 -0.40 0.65
10 N -4.19 0.79 0.37
11 N 1.41 0.17 -0.98
12 H -1.65 0.36 -1.15
13 H -1.67 1.44 0.09
14 H -4.08 0.11 -1.55
15 H -4.90 -1.12 -0.52
16 H -0.60 -2.02 -0.89
17 H -0.28 -2.41 0.74
18 H 2.05 1.03 0.94
19 H 3.98 1.56 -0.39
20 H 5.47 0.45 -0.41
21 H 4.63 1.15 1.10
22 H 3.78 -1.09 1.04
23 H 3.57 -0.98 -0.80
24 H -0.86 -0.49 1.67
25 H -4.14 1.72 -0.08
26 H -4.88 0.76 1.11
27 H 0.93 1.00 -1.31

Entry B
Entry from the Open Molecules 2025 dataset: a cluster of 2 separate species, C8H16N3 in total (ωB97M-V/def2-TZVPD).

gap between HOMO and LUMO = 9.1 eV
HOMO = -13.169 eV
multiplicity = 1
charge = +1

Atoms and positions in Å:
1 C -3.32 1.04 -0.07
2 C -3.52 -0.35 0.42
3 C -2.16 1.68 -0.35
4 C -0.04 0.42 -0.23
5 C 1.59 -0.93 1.10
6 C 1.64 1.65 0.92
7 C 2.14 0.30 -1.05
8 C 1.30 0.30 0.22
9 N -0.95 1.21 -0.11
10 N -0.65 -1.20 -1.32
11 N -2.80 -1.33 0.24
12 H -4.37 1.54 -0.09
13 H -4.53 -0.23 0.81
14 H -2.05 2.73 -0.68
15 H 2.32 -0.82 1.86
16 H 2.15 -1.64 0.53
17 H 0.59 -1.31 1.48
18 H 2.68 1.65 1.09
19 H 1.50 2.60 0.34
20 H 1.14 1.73 1.88
21 H 1.76 0.95 -1.79
22 H 2.26 -0.77 -1.54
23 H 3.07 0.64 -0.78
24 H -0.49 -1.26 -2.33
25 H -0.12 -2.10 -1.14
26 H -1.62 -1.25 -1.05
27 H -3.16 -2.27 0.36

Top of the stability list: entry B, leading by 269.8 kJ/mol.

Entry A
Entry from the Open Molecules 2025 dataset: the ion CH7N6 with charge +1 (ωB97M-V/def2-TZVPD).

SMILES = NN[C@@H]1N=[NH+]NN1
gap between HOMO and LUMO = 9.6 eV
HOMO = -14.075 eV
multiplicity = 1
charge = +1

Atoms and positions in Å:
1 N -1.79 0.06 0.87
2 N -1.37 -0.49 -0.43
3 C -0.08 -0.32 -0.87
4 N 1.02 -1.21 0.28
5 N 1.82 -0.36 0.48
6 N 1.67 0.98 0.04
7 N 0.45 0.99 -0.58
8 H -2.30 -0.59 1.31
9 H -2.44 0.85 0.80
10 H -1.91 -1.25 -0.72
11 H 0.03 -0.87 -1.79
12 H 2.63 -0.54 1.04
13 H 2.53 1.30 -0.51
14 H -0.26 1.43 0.08

Entry B
Entry from the Open Molecules 2025 dataset: a structure of composition CH7N6 (ωB97M-V/def2-TZVPD).

gap between HOMO and LUMO = 11.0 eV
HOMO = -13.939 eV
multiplicity = 1
charge = +1

Atoms and positions in Å:
1 C -1.80 0.12 0.02
2 N 0.09 -2.07 -0.47
3 N 0.94 -1.60 0.09
4 N -0.71 0.46 0.04
5 N 1.84 -1.07 0.66
6 N -2.90 -0.51 0.06
7 N 1.54 1.50 -0.38
8 H 0.46 1.00 -0.19
9 H 1.95 -1.21 1.69
10 H -3.48 -0.48 0.97
11 H -3.51 -0.75 -0.70
12 H 2.24 0.90 0.09
13 H 1.68 2.49 -0.54
14 H 1.66 1.22 -1.34

Top of the stability list: entry B, leading by 228.5 kJ/mol.